Entry from the Open Molecules 2025 dataset: C52H60CsN5O3PSi3 as an isolated structure (ωB97M-V with the def2-TZVPD basis set).

**Highest occupied orbital energy**: -3.58 eV
**Kohn-Sham gap**: 0.19670 Ha
**Net charge**: -1
**E_tot**: -101969.0948 eV
**LUMO level**: 1.7761 eV
**ΔE to the lowest compared entry with this formula, charge and spin**: 8.9 kJ/mol

The geometry in XYZ format:
```
125
Properties=species:S:1:pos:R:3:mulliken_charge:R:1
O -4.444 3.003 0.711 -0.88
H 2.519 1.377 1.583 0.99
H 2.216 -6.198 -1.587 0.36
H -0.512 -2.478 -2.712 -0.71
H 2.299 -2.819 1.061 0.76
C -5.084 0.650 -2.592 -0.87
O 2.758 0.646 -1.048 -0.57
H 3.448 2.421 -4.303 0.32
C -3.678 1.346 -0.782 0.46
P 3.242 -0.780 3.244 1.55
H 3.516 -4.667 -0.098 0.54
H 7.128 2.303 3.105 0.43
H -2.201 -1.081 -2.371 0.11
H 6.753 -3.443 1.077 0.45
C 0.557 4.615 4.205 -0.65
C -0.237 -4.141 -0.474 -0.44
C 1.121 -0.848 6.690 -0.75
H 3.618 3.485 0.943 0.46
Si 2.163 1.420 -2.448 -1.00
H 4.158 0.869 -3.889 0.27
Cs -0.366 0.091 0.715 1.66
N -2.763 0.424 -1.088 1.05
O 2.016 -0.975 2.425 -0.15
C 1.831 -1.300 -5.686 -1.13
C 4.085 0.239 -0.877 -0.63
C -0.503 4.624 3.325 -0.81
H 1.334 1.367 3.825 1.13
C 2.619 -2.041 -2.917 -0.41
N 0.473 -3.315 0.315 -0.04
N -0.194 2.315 2.841 0.14
H -4.234 -0.944 -3.780 0.52
C -1.439 2.619 -3.190 -0.47
C 0.887 0.509 -3.297 2.06
C 4.170 0.686 2.761 0.72
C 2.819 -0.611 4.997 0.42
H 0.834 -1.298 4.601 0.44
H -0.208 3.310 -6.016 0.32
C 3.305 -0.032 7.283 -0.67
C -4.120 -0.289 -2.926 -0.66
H -1.426 2.339 -2.135 -0.32
H -5.990 0.744 -3.180 0.42
H -1.082 -2.050 -4.331 0.49
C 5.432 3.040 2.010 -0.64
C 5.137 -4.334 3.917 -0.79
H 0.030 -6.819 -2.597 0.37
C -2.418 -4.736 -1.454 1.78
C -4.344 -3.436 -0.870 -0.65
H -5.563 2.235 -1.190 0.53
H -2.474 2.535 -3.537 0.39
H -0.861 -0.055 -6.115 0.24
H 2.632 -3.104 -3.180 0.39
Si -0.286 1.527 -4.235 0.00
H 1.696 -0.289 8.678 0.38
H 2.082 3.354 5.095 0.54
C -3.794 -4.473 -1.573 -0.79
H -5.393 -3.188 -0.948 0.43
C 3.730 1.782 -3.463 -1.21
H 4.110 -0.528 -0.097 -0.46
C -1.777 -5.799 -2.175 -1.14
H -2.382 -6.412 -2.833 0.36
C 2.012 -0.385 7.647 -0.53
C 1.243 3.424 4.414 -0.79
C 2.447 -4.559 -0.227 -0.73
H -2.065 1.226 -5.931 0.35
H 2.476 3.579 -1.273 0.22
H 3.655 -3.151 4.918 0.44
C -3.502 -2.664 -0.054 -0.40
C 0.827 2.317 3.702 -0.96
H 1.099 -0.895 -6.390 0.29
Si 1.242 -1.158 -3.880 -0.61
H 5.078 -5.144 4.633 0.43
H 4.516 -0.196 -1.782 0.52
H 2.029 -2.340 -5.967 0.31
C 1.733 -5.395 -1.042 -1.02
C 6.005 -4.418 2.839 -0.56
C 4.403 -2.166 3.162 0.52
C -2.110 3.462 1.801 -0.87
C -1.423 0.529 -5.383 -0.81
H 3.603 -1.631 -3.159 0.38
C 5.280 -2.257 2.081 -0.34
C 6.078 -3.379 1.920 -0.79
C 0.539 2.739 -5.454 -1.17
H -2.071 -0.152 -4.833 -0.07
C 1.627 3.099 -1.772 -0.69
H 0.083 -3.367 -4.121 0.47
C -1.668 -3.906 -0.605 -0.25
H 4.713 0.147 5.683 0.28
H 4.513 2.294 -2.893 0.29
H 1.166 2.197 -6.169 0.28
C 1.523 -0.960 5.366 -0.59
C -0.873 3.448 2.658 0.51
C 4.140 2.784 1.582 -1.11
C 3.708 -0.144 5.962 -0.41
C 3.510 1.605 1.952 -0.67
N -2.210 2.409 0.823 -0.25
C -4.862 1.476 -1.507 -0.44
H -4.398 -5.090 -2.228 0.38
C 0.349 -5.198 -1.188 1.85
C -3.442 2.332 0.358 -0.47
H 1.180 3.456 -4.932 0.26
H -2.966 3.450 2.495 0.36
C 4.336 -3.212 4.078 -0.70
H 6.021 0.200 3.756 0.44
H 2.756 -0.731 -5.817 0.26
H 4.735 1.065 -0.560 0.33
C -2.983 -0.363 -2.139 -0.44
H 0.849 5.520 4.726 0.39
H 3.997 0.339 8.029 0.41
H 0.814 2.997 -1.048 0.18
H 1.277 3.774 -2.556 0.31
H -3.906 -1.815 0.490 0.42
H 5.338 -1.448 1.363 0.31
H 5.927 3.957 1.715 0.41
H 6.627 -5.296 2.713 0.40
N -2.214 -2.884 0.080 -0.07
C -0.210 -2.375 -3.758 -0.12
H -1.065 5.531 3.140 0.44
H -2.174 4.453 1.327 0.25
C 5.482 0.935 3.169 -0.25
H 0.109 -1.110 6.969 0.42
C 1.767 -3.520 0.428 -0.77
C -0.455 -6.022 -2.045 -0.98
C 6.109 2.112 2.795 -0.88
H 2.471 -1.952 -1.838 -0.45
H -1.158 3.674 -3.257 0.47
```